Entry 1:
The following is a DFT calculation (ωB97M-V/def2-TZVPD) of a structure of composition C28H33AsN6O3Se2SmTe2 at a distorted geometry.

```
76
Properties=species:S:1:pos:R:3:forces:R:3:lowdin_charge:R:1
Sm -4.3603 0.7518 0.5213 0.220 0.457 0.811 1.1017
Te -3.6366 2.0587 -2.5708 0.617 0.662 -0.470 0.1031
Te -5.8382 0.4821 -2.6519 0.503 -0.482 -0.178 0.0980
Se -7.0361 1.3401 -0.6962 -0.406 -0.026 0.769 -0.3250
Se -1.7160 1.6599 -0.9333 -1.008 -0.167 0.012 -0.2151
As 2.3444 0.8430 -0.1896 0.282 0.520 -1.147 1.3368
O -2.2038 3.3069 3.3831 -0.235 0.740 -0.527 -0.0134
O -4.3246 -0.6623 2.2299 0.456 -0.122 0.075 -0.2988
O -3.0147 -1.5159 3.8280 0.033 -0.133 0.315 0.0395
N -2.7008 -3.5970 -2.2191 -0.086 -1.234 1.532 -0.0913
N -3.4617 -1.8823 -0.5890 0.064 -1.256 -0.246 -0.1214
N -3.1591 -4.2168 0.0899 1.664 -0.394 0.089 -0.0759
N -4.7328 3.2975 0.6611 1.721 0.262 -1.243 -0.1591
N -3.7310 1.7320 2.6934 -0.492 3.712 -4.052 -0.1435
N -1.1528 -2.8530 -0.4705 -1.346 -1.261 1.487 -0.0929
C 3.2801 -1.5256 -1.6379 0.035 -0.639 -0.648 -0.1060
C -3.2469 -4.6345 -1.2861 0.513 0.419 -0.845 -0.1954
C -3.5040 -0.5567 3.2742 -0.059 0.476 -0.676 -0.5871
C 3.0064 -0.0736 2.3513 0.220 -0.613 0.474 -0.1426
C 2.9786 2.7147 -0.5100 0.600 0.382 -0.294 -0.3659
C -3.9656 -3.0225 0.2161 0.752 0.752 2.353 -0.1912
C 5.0566 -1.6634 -3.3031 -0.742 -0.893 -1.604 -0.1233
C 3.5899 0.2329 1.1385 1.545 0.582 0.791 -0.4527
C 3.6413 -0.9067 3.3004 0.944 0.974 -1.070 -0.0611
C -2.0795 -1.7423 -0.1782 2.620 2.764 -1.097 -0.2642
C -3.1152 2.9714 2.6230 -1.107 -1.648 0.023 -0.5488
C 3.8522 4.8448 0.3023 0.000 -0.403 1.318 -0.1141
C 5.6944 -0.5374 2.0321 0.011 -0.764 -0.124 -0.1005
C 4.2656 0.4967 -2.4911 -0.553 -1.012 -0.491 -0.1118
C 3.3493 -0.1369 -1.6185 0.741 0.810 -0.243 -0.3909
C -3.5029 -2.4341 -1.9538 -0.254 2.400 -3.306 -0.2587
C -1.2921 -3.3271 -1.8203 -0.354 1.638 -1.837 -0.1928
C 3.3273 5.4670 -0.7916 -0.349 0.206 -1.583 -0.1080
C 5.0272 -1.1353 3.1265 -0.584 1.275 -0.104 -0.0850
C 2.7356 3.3207 -1.7850 -0.331 -0.401 0.511 -0.1300
C -3.6529 3.9037 1.4964 0.608 0.196 0.226 -0.1904
C 2.8577 4.7069 -1.8805 0.464 -0.343 0.888 -0.0929
C 4.1222 -2.2881 -2.5104 -0.862 0.879 1.569 -0.0873
C 5.0009 -0.2883 -3.3837 1.556 1.288 0.336 -0.1122
C -3.1508 0.9131 3.6201 1.199 -2.134 0.183 -0.2134
C -1.6713 -3.9477 0.3945 -1.029 0.410 0.333 -0.1124
C 3.6070 3.4915 0.5109 -0.708 -1.046 -1.423 -0.0971
C 4.9902 0.0738 1.0027 -1.188 -0.783 -0.341 -0.0928
H -3.9838 -2.7580 1.3025 -0.112 0.134 -0.947 0.1266
H -1.5598 -0.8098 -0.6601 -1.390 -1.607 0.790 0.0157
H -5.6629 3.4300 1.0474 0.189 0.269 -0.317 0.0489
H -2.1295 -1.5873 0.9016 0.422 0.034 0.059 0.1103
H -4.0493 4.8240 1.9587 0.515 -0.176 -0.059 0.1094
H 4.0635 -3.3522 -2.5356 -0.213 -0.618 0.173 0.0860
H 5.6610 -1.5645 3.8958 -0.378 -0.453 -0.078 0.0914
H -1.1264 -4.8919 0.1807 -0.287 0.554 0.411 0.1210
H 3.0285 -1.2929 4.0939 0.265 -0.060 0.512 0.0937
H -2.0549 1.0921 3.6266 -0.336 -0.606 0.353 0.1348
H 2.6863 5.2483 -2.7862 -0.454 0.000 -0.513 0.0892
H -2.7407 4.1516 0.8611 -1.334 -0.260 0.631 0.1110
H -3.5420 1.1998 4.5521 -0.165 -0.196 1.972 0.1111
H 3.2463 6.5455 -0.8999 0.542 -0.079 0.155 0.1000
H 5.4166 0.2698 0.0179 0.289 0.191 0.440 0.1009
H 6.7692 -0.7171 1.9120 -0.380 0.222 0.151 0.0987
H -0.6909 -4.2324 -1.9247 -0.053 0.069 -0.245 0.1164
H -1.5674 -3.5714 1.4514 -0.175 -0.850 -0.933 0.1395
H -4.6210 3.6849 -0.3253 -0.836 -0.715 1.740 0.0334
H 5.7243 0.2170 -4.0403 -0.495 -0.123 0.130 0.1029
H 4.4151 5.3638 1.0774 -0.381 0.216 -0.149 0.1036
H -4.5689 -2.6839 -2.2548 1.152 0.506 0.527 0.1190
H -0.9576 -2.5110 -2.5479 -0.042 -1.068 0.914 0.1451
H 2.5113 -1.9992 -1.0023 0.604 -0.031 -0.380 0.1030
H -3.1006 -1.6597 -2.7269 -0.905 -0.715 1.477 0.1381
H -2.6979 -5.5310 -1.5092 0.255 -0.685 0.308 0.1103
H 2.0596 0.4153 2.5222 -0.611 -0.779 0.302 0.0866
H 3.8822 3.0367 1.4559 0.038 -0.093 -0.114 0.0939
H -4.9493 -3.1825 -0.1396 -1.180 -0.593 -0.109 0.1138
H -4.2996 -4.7877 -1.5012 -0.162 -0.116 -0.318 0.1178
H 4.3635 1.5710 -2.5842 -0.084 -0.073 0.301 0.0794
H 2.4040 2.7049 -2.6724 0.246 0.802 1.217 0.1180
H 5.5942 -2.2838 -4.0716 -0.221 0.844 1.052 0.1167
```
Forces are in eV/Å.

Summary:
Molecular weight   1140.0 g mol⁻¹
2S+1   6
Charge   -1
HOMO energy (alpha / beta)   -4.83 / -4.84 eV
E   -268680.2703 eV
Expectation value of S²   8.762
Energy relative to the best compared isomer or geometry (same formula, charge and spin)   118.84 kJ/mol


Entry 2:
The following is a DFT calculation (ωB97M-V/def2-TZVPD) of a cluster of 3 separate species, C28H33BF2O3P in total at a distorted geometry.

```
68
Properties=species:S:1:pos:R:3:forces:R:3:lowdin_charge:R:1
P -0.8426 0.4965 -0.4357 0.515 1.008 -0.044 0.7860
F 2.9526 -2.0105 -0.8660 -0.361 0.019 -0.076 0.0058
F -1.8168 0.3750 -5.0146 -0.068 -0.113 0.002 -0.0712
O 1.5651 -0.3794 -1.5235 -0.212 0.089 0.379 0.0500
O -0.1227 -1.7273 -2.2897 -0.157 -0.458 0.334 0.0097
O -0.5520 1.9821 -0.3383 -0.237 -0.015 -0.049 -0.5131
C -1.6760 0.5251 -3.6095 0.035 0.361 0.166 -0.3912
C 4.0881 4.1105 -4.0660 -0.005 -0.005 0.000 -0.1133
C -0.1944 0.6196 -3.2474 -0.496 -0.258 0.314 -0.0594
C 2.2869 4.1840 -1.9532 -0.005 0.078 0.030 -0.0793
C 2.6806 2.9648 -2.4860 -0.060 -0.147 0.056 -0.0718
C 0.0549 -3.6939 0.9316 -0.916 0.128 0.039 -0.1148
C 0.5877 -2.5279 -1.3340 -0.866 1.077 -0.917 -0.3927
C -0.1765 -2.8670 3.3145 0.329 -0.007 0.000 -0.0385
C -1.9531 1.0255 4.8714 -0.005 0.004 0.004 -0.1063
C -2.9260 -3.0837 3.1775 -0.174 -0.012 -0.063 -0.0875
C -1.0193 3.2841 3.5559 -0.012 -0.011 0.081 -0.0883
C 1.6375 -1.5166 -0.7693 0.944 -0.073 -0.140 -0.3087
C -1.5268 2.1261 5.6026 -0.002 -0.002 0.016 -0.1134
C -1.0569 3.2547 4.9442 0.008 0.013 -0.022 -0.1113
C -0.4741 -2.9555 -0.3272 0.717 -0.337 0.593 -0.1025
C 1.1741 -3.6821 -2.1369 0.456 -0.391 0.431 -0.0968
C -0.9676 -2.5165 4.3854 0.548 0.420 0.921 -0.1067
C 2.7949 5.3665 -2.4755 0.013 -0.017 -0.004 -0.1079
C 2.1034 -4.5339 -1.3924 -0.010 -0.073 -0.054 -0.1392
C -1.4481 2.1862 2.8220 -0.104 -0.059 -0.068 -0.0797
C 2.8528 -5.2422 -0.7825 -0.270 -0.203 0.179 0.0994
C 3.6984 5.3305 -3.5297 -0.001 0.012 -0.004 -0.1193
C -0.7589 -3.3296 2.1560 0.530 -0.083 -0.649 -0.2328
C 3.5770 2.9286 -3.5452 0.029 0.044 -0.006 -0.0873
C -2.3291 -2.6098 4.3303 -1.003 -0.092 0.107 -0.1254
C -2.4771 1.7560 -3.2165 -0.345 0.081 0.090 -0.0571
C -2.1355 -3.4337 2.1106 -0.477 -0.214 -0.468 -0.0559
C -1.9117 1.0548 3.4834 -0.007 0.036 0.042 -0.0883
B 0.1512 -0.3264 -1.9811 0.200 -0.229 -0.712 -0.9045
H 2.4850 6.3182 -2.0609 0.003 0.004 0.001 0.0926
H 3.8757 1.9763 -3.9647 -0.007 -0.013 0.014 0.1015
H -2.6198 -3.7852 1.2093 0.050 -0.052 -0.136 0.1160
H -2.4665 2.4819 -4.0289 0.179 0.019 -0.071 0.0795
H 0.3489 0.2441 -4.1147 0.312 0.149 0.028 0.1156
H -2.1441 -0.3588 -3.1732 0.110 -0.199 -0.142 0.1248
H -2.9607 -2.3236 5.1597 0.117 0.060 0.168 0.0970
H -0.1009 -4.7620 0.7817 0.477 -0.149 -0.073 0.1194
H 1.1065 -3.4882 1.1069 0.125 -0.106 -0.027 0.1062
H -3.9978 -3.1780 3.0817 -0.115 0.050 0.144 0.1007
H -0.6531 4.1634 3.0414 0.007 -0.008 -0.018 0.1012
H -3.5221 1.5124 -3.0173 -0.066 -0.051 -0.079 0.0698
H -2.3175 0.1426 5.3829 0.016 0.013 -0.012 0.0814
H -0.5143 -2.1342 5.2910 0.128 0.013 0.009 0.1042
H -0.4868 -0.0692 0.8238 -0.447 -0.327 -0.010 -0.0032
H 1.6765 -3.2923 -3.0185 -0.039 0.149 -0.054 0.1389
H -1.5595 2.1040 6.6853 0.005 0.000 0.002 0.0916
H 2.2822 2.0444 -2.0750 0.008 0.004 -0.006 0.0942
H -2.2397 0.1924 2.9152 0.017 -0.015 0.002 0.0905
H 0.3455 -4.3143 -2.4540 -0.119 0.092 -0.228 0.1295
H -2.0807 2.2432 -2.3265 0.142 -0.077 0.066 0.0549
H 0.0208 1.6627 -3.0216 0.374 0.078 -0.292 0.0861
H 1.5803 4.2043 -1.1330 -0.031 -0.052 -0.016 0.1018
H 0.8977 -2.7702 3.3833 0.104 0.022 -0.037 0.1139
H -1.0182 -2.0686 -0.0122 0.030 0.110 -0.014 0.0788
H -1.4169 2.2127 1.7378 0.121 0.044 0.006 0.0619
H 3.3887 -5.9032 -0.1505 0.245 -0.005 -0.053 0.0146
H 4.0969 6.2530 -3.9349 -0.004 0.001 -0.005 0.0899
H -2.2504 0.2693 -0.5424 0.035 -0.296 0.344 0.0032
H 4.7892 4.0811 -4.8914 0.000 0.002 -0.003 0.0913
H 1.5227 -1.3302 0.3045 -0.194 0.037 0.051 0.1485
H -0.7186 4.1118 5.5141 -0.002 0.001 0.003 0.0923
H -1.1889 -3.5742 -0.8636 -0.112 -0.070 -0.068 0.1245
```
Forces are in eV/Å.

Summary:
Molecular weight   497.4 g mol⁻¹
Charge   -1
HOMO energy   -5.15 eV
E   -51116.9058 eV


Q: E of number 2 (C28H33BF2O3P)?
A: -51116.9058 eV


Q: E of number 1 (C28H33AsN6O3Se2SmTe2)?
A: -268680.2703 eV


Q: Among the records above, which one has the highest E?
A: C28H33BF2O3P